Formula: F6H18O9P
Source: OMol25
Level of theory: wB97M-V/def2-TZVPD

Geometry (Å):
P 0.297665 -0.856639 0.114356
F 1.771063 -0.364407 0.601019
F 0.489152 0.226415 -0.971494
F 1.021780 -1.893420 -0.959122
F -1.119200 -1.423100 -0.423671
F 0.201052 -1.902453 1.329112
F -0.469595 0.329062 0.899079
O -0.386401 3.448334 -0.801945
H 0.380259 3.291548 -1.353211
H -0.119721 3.154641 0.069176
O -2.205246 0.969276 -1.668910
H -2.016008 1.105752 -2.597241
H -1.347465 0.984331 -1.244388
O 3.653411 1.787573 0.635355
H 3.624248 1.417619 -0.246974
H 2.850037 2.303132 0.706097
O -2.741672 -1.112284 1.534076
H -2.913815 -1.845648 2.124651
H -1.842865 -1.250604 1.235344
O 1.370848 -0.554534 3.456132
H 0.543787 -0.601262 2.976521
H 1.974039 -1.096704 2.947750
O 0.070370 -2.617328 -3.564141
H 0.485766 -1.927476 -4.081626
H 0.128055 -2.307141 -2.660433
O -1.908946 2.222357 2.030601
H -1.020777 2.202628 1.674224
H -2.320519 1.426616 1.693521
O -4.332483 -0.782920 -1.356061
H -4.406244 -0.954110 -0.417190
H -3.535407 -0.260073 -1.442780
O 4.801613 -1.277726 -0.321222
H 4.829027 -0.321296 -0.294311
H 4.194190 -1.520160 0.377706

Force components x, y, z for each atom (eV/Å):
1.502 -1.184 -1.139
-0.101 -0.804 1.209
-0.601 2.031 -3.490
-0.145 -0.399 1.273
0.430 0.449 -0.304
0.226 0.140 -0.084
-0.048 -0.586 1.518
-0.088 0.229 -0.135
0.205 -0.098 -0.165
-0.037 -0.085 0.196
-0.401 0.157 -0.173
0.008 0.039 -0.198
0.265 0.026 0.184
0.560 0.223 0.079
-0.271 -0.118 -0.217
-0.251 -0.044 0.113
-0.689 0.195 0.519
-0.097 -0.105 0.169
-0.206 -0.112 -0.125
0.148 0.192 0.745
-0.119 0.003 -0.105
0.020 -0.013 -0.240
-0.169 -0.256 -0.502
0.093 0.125 -0.057
0.088 0.074 0.504
-0.172 0.723 0.356
-0.016 -0.266 0.092
-0.085 -0.391 -0.121
-0.864 -0.431 -0.218
0.185 -0.054 0.255
0.596 0.358 0.033
0.356 -0.173 -0.253
0.017 0.135 0.166
-0.337 0.019 0.114

Output
2S+1 = 1
E = -1628.81712 hartree
Charge = -1
Energy relative to the best compared isomer or geometry (same formula, charge and spin) = 1.172 eV
E_HOMO = -0.280 Eh
LUMO = 2.47 eV

Formula: C52H60CsN5O3PSi3
Source: OMol25
Level of theory: wB97M-V/def2-TZVPD

Geometry (Å):
Cs 0.253743 -0.921430 0.227636
O 2.738642 -3.561415 -0.111712
C 2.918276 -2.500346 0.550655
N 2.566261 -2.203507 1.779580
C 2.002659 -3.299329 2.541252
C 0.706318 -3.002718 3.275739
C 0.281884 -3.818782 4.331341
C -0.950075 -3.592928 4.913234
C -1.746563 -2.552066 4.443714
C -1.243563 -1.774943 3.415125
N -0.052552 -1.995897 2.860936
C 3.623493 -1.368036 -0.206488
C 4.990985 -1.460375 -0.463285
C 5.619410 -0.415732 -1.115745
C 4.871042 0.685384 -1.513168
C 3.511091 0.675775 -1.255298
N 2.904975 -0.326298 -0.618716
H 2.722816 -3.623518 3.306359
H 1.815127 -4.186643 1.917700
H 0.923410 -4.622235 4.674885
H -1.292336 -4.221238 5.727559
H -2.719936 -2.342464 4.866825
H -1.805428 -0.940487 2.998173
H 5.533732 -2.338258 -0.138388
H 6.685106 -0.455666 -1.309503
H 5.318358 1.529592 -2.021046
H 2.878976 1.501911 -1.572295
C -0.774727 -0.805197 -3.550158
O -0.359606 0.375824 -2.936868
Si 0.116225 1.741916 -3.853180
C 1.859369 1.275576 -4.462425
C -0.979470 1.663782 -5.408156
C 0.021098 3.245914 -2.924209
Si 1.269530 4.521406 -3.138715
C 2.979999 4.183377 -2.373948
C 0.809374 6.198947 -2.370585
C 1.656175 4.984835 -4.944179
Si -1.625870 3.686944 -2.320710
C -2.659632 4.790822 -3.479785
C -2.746261 2.185551 -2.019799
C -1.657168 4.610130 -0.658849
H -1.613677 -0.654371 -4.243448
H -1.106685 -1.494477 -2.772601
H 0.030753 -1.306387 -4.105509
H 1.835418 0.992937 -5.520264
H 2.217499 0.406794 -3.901157
H 2.606215 2.065506 -4.351886
H -0.869282 0.743517 -5.990600
H -0.673007 2.498468 -6.047751
H -2.041551 1.802056 -5.184559
H 2.876331 3.890772 -1.324889
H 3.584583 5.095645 -2.413341
H 3.538510 3.393235 -2.885622
H 0.729250 6.160442 -1.282254
H -0.130166 6.599397 -2.759326
H 1.605211 6.907167 -2.625163
H 2.035995 4.139250 -5.526578
H 2.397540 5.789314 -4.998407
H 0.740827 5.329341 -5.435426
H -2.780355 4.310589 -4.455223
H -2.164382 5.751128 -3.650561
H -3.654896 4.992699 -3.068742
H -2.965424 1.624294 -2.932929
H -3.694675 2.537627 -1.595747
H -2.280258 1.486252 -1.323749
H -1.523389 5.688102 -0.775205
H -0.868095 4.243104 0.002396
H -2.625461 4.447938 -0.175013
C -5.096813 0.006318 0.366022
C -3.770770 -0.444265 0.473022
N -2.805560 0.267835 1.008295
C -3.103867 1.488249 1.484030
C -4.398639 2.026524 1.445268
C -5.408976 1.245940 0.858311
C -4.644641 3.332025 1.991869
C -3.643956 4.054044 2.532181
C -2.300196 3.549253 2.560687
C -1.221447 4.303626 3.048022
C 0.039984 3.774496 2.994341
C 0.205421 2.481680 2.470092
N -0.784882 1.746393 2.017770
C -2.021991 2.276563 2.042742
H -5.841752 -0.625416 -0.100295
H -3.482754 -1.423503 0.105945
H -6.419080 1.635053 0.799213
H -5.654784 3.722252 1.948500
H -3.823462 5.045046 2.932271
H -1.394410 5.300180 3.437145
H 0.903533 4.328692 3.335996
H 1.195850 2.038202 2.429069
O -1.536149 -2.678365 -0.280203
P -1.811040 -3.907389 -1.086348
C -3.533765 -3.936791 -1.631527
C -4.402189 -4.993821 -1.389494
C -5.731627 -4.910990 -1.785870
C -6.194714 -3.770927 -2.424201
C -5.331826 -2.707338 -2.665362
C -4.006945 -2.787304 -2.269211
C -0.793097 -4.040389 -2.563271
C 0.582270 -3.848975 -2.410804
C 1.413039 -3.903130 -3.518682
C 0.882860 -4.147894 -4.779111
C -0.481963 -4.347425 -4.932477
C -1.319567 -4.296627 -3.826220
C -1.491920 -5.391403 -0.119168
C -1.352837 -5.244893 1.258302
C -1.082456 -6.356995 2.044132
C -0.954110 -7.608131 1.459323
C -1.086160 -7.755171 0.083945
C -1.349685 -6.646630 -0.704498
H -4.044681 -5.881893 -0.882111
H -6.403844 -5.736872 -1.591030
H -7.230601 -3.705679 -2.733083
H -5.687642 -1.811518 -3.158388
H -3.343170 -1.947779 -2.445940
H 1.058193 -3.661185 -1.449872
H 2.474727 -3.745371 -3.379123
H 1.534107 -4.176148 -5.643952
H -0.899620 -4.529518 -5.914581
H -2.385461 -4.437650 -3.959417
H -1.432794 -4.260842 1.706327
H -0.958519 -6.232865 3.112001
H -0.734046 -8.472246 2.074011
H -0.967645 -8.728322 -0.375006
H -1.419748 -6.755833 -1.781337

Force components x, y, z for each atom (eV/Å):
0.009 1.721 -0.317
0.016 -0.001 -0.016
0.014 0.048 0.007
0.189 -0.063 0.048
0.006 -0.028 0.072
0.058 0.020 -0.050
0.073 -0.046 -0.020
-0.021 0.014 0.001
0.033 0.008 -0.011
0.018 -0.050 0.126
0.009 -0.025 0.149
0.119 -0.149 0.222
-0.034 0.011 -0.004
0.012 -0.036 0.017
-0.051 0.022 -0.051
0.114 -0.038 -0.051
0.361 0.102 0.028
0.009 -0.013 -0.016
-0.032 0.020 -0.055
-0.014 -0.002 0.006
-0.001 0.002 0.001
0.002 -0.022 0.011
0.042 -0.086 0.053
0.009 0.005 -0.001
-0.001 0.010 -0.005
0.020 -0.013 0.001
0.002 -0.095 0.033
-0.067 -0.132 -0.016
0.036 0.463 -0.045
0.202 -0.402 0.038
-0.014 -0.047 -0.143
0.053 0.056 -0.037
-0.201 0.129 0.119
-0.001 0.036 0.016
0.002 -0.020 0.014
0.054 0.000 -0.033
-0.007 -0.027 -0.038
0.096 -0.032 -0.018
0.039 0.009 0.004
-0.022 0.022 -0.003
-0.019 0.001 -0.043
0.004 0.034 0.010
-0.024 -0.006 0.049
0.008 0.037 -0.011
0.040 0.002 0.008
-0.007 0.018 0.006
-0.102 -0.021 -0.001
0.015 -0.006 0.021
-0.028 -0.016 -0.002
0.016 0.004 0.032
0.005 0.026 -0.007
0.034 -0.018 0.000
-0.054 0.043 0.014
0.021 -0.044 0.003
0.000 -0.021 -0.012
-0.036 0.035 0.029
-0.019 -0.001 0.062
-0.002 -0.003 -0.017
0.012 0.019 0.006
-0.014 -0.012 0.014
-0.007 -0.003 0.000
-0.002 0.003 -0.005
0.007 0.042 -0.014
-0.001 -0.068 -0.007
0.005 0.008 0.025
0.023 -0.009 -0.024
-0.019 -0.024 0.020
-0.008 0.021 0.041
0.017 -0.009 -0.006
-0.056 -0.004 -0.010
-0.104 -0.168 -0.005
0.015 0.006 -0.017
-0.003 0.027 0.016
0.019 -0.010 0.004
-0.049 -0.049 -0.031
0.052 0.055 0.022
-0.040 0.003 -0.008
0.039 -0.014 -0.007
0.007 -0.025 0.007
0.018 0.003 0.047
0.126 0.127 0.018
0.029 -0.047 0.009
-0.006 0.006 0.004
-0.003 0.010 0.011
0.002 0.012 0.002
0.008 0.026 0.012
-0.031 -0.003 -0.008
-0.016 -0.001 -0.003
-0.011 0.008 0.009
-0.014 -0.018 -0.021
-1.019 -1.154 -0.454
0.099 0.123 0.142
-0.002 -0.015 -0.052
-0.003 -0.058 0.008
0.019 0.003 0.000
0.001 0.032 -0.017
0.000 -0.007 0.003
-0.041 0.016 -0.009
0.069 -0.121 -0.001
0.137 -0.032 0.038
-0.046 -0.021 -0.026
0.001 -0.005 0.019
0.022 0.009 0.007
-0.034 0.011 -0.054
-0.063 -0.020 0.033
0.012 -0.038 0.022
0.002 0.015 0.004
0.000 -0.006 0.009
-0.008 0.035 0.002
0.023 -0.050 -0.043
-0.001 0.013 -0.007
0.000 0.002 0.001
0.003 -0.004 0.004
-0.015 -0.010 0.000
0.029 -0.029 0.018
-0.133 -0.050 0.071
-0.002 0.006 -0.004
-0.010 0.000 -0.003
0.002 -0.004 0.001
-0.002 0.001 0.026
-0.009 0.001 -0.031
0.004 -0.017 0.001
-0.003 0.005 0.001
0.003 -0.001 0.006
-0.010 0.025 0.003

Output
2S+1 = 1
E = -3747.27907 hartree
Charge = -1
Energy relative to the best compared isomer or geometry (same formula, charge and spin) = 0.529 eV
E_HOMO = -0.134 Eh
LUMO = 1.83 eV

Number 1: frontier orbital gap 0.37072 hartree. Number 2: frontier orbital gap 0.20063 hartree.